Below is a structure of composition C23H29ClN2O6PPdS in a non-equilibrium geometry, with properties calculated with wB97M-V/def2-TZVPD.

The value obtained for the total energy is -75709.227 eV. The highest occupied orbital energy comes out at -3.711 eV. Its spin multiplicity is 1. As for the strongest force on any atom: 1.27 eV Å⁻¹. The gap between HOMO and LUMO is 6.02 eV. The charge is -1. Its LUMO energy is 2.31 eV.

XYZ file:
```
64
Properties=species:S:1:pos:R:3:mulliken_charge:R:1
Pd -0.32 2.79 0.07 0.0989
C 0.22 4.68 2.71 -0.6512
C 1.03 3.53 3.23 -0.2984
O 0.28 2.35 2.98 -0.2262
C 0.93 1.17 3.35 -0.3248
C -0.05 0.03 3.17 -0.7956
H 0.77 5.62 2.77 0.3710
H -0.73 4.78 3.24 0.3066
H 0.00 4.48 1.66 -0.1383
H 1.23 3.61 4.31 0.3848
H 2.00 3.48 2.71 0.1721
H 1.29 1.23 4.39 0.4566
H 1.82 1.01 2.72 0.0936
H -0.84 0.08 3.92 0.5127
H 0.45 -0.94 3.26 0.3959
H -0.52 0.09 2.19 -0.1930
O 1.51 2.01 -1.84 -0.5207
Cl 2.32 3.09 -1.29 1.5197
O 1.69 4.36 -1.57 -0.6218
O 3.64 3.05 -1.85 -0.7306
O 2.39 2.88 0.16 -0.5904
O -1.20 0.04 -0.01 -0.7943
P -0.56 -1.23 -0.46 1.8575
C -0.81 -1.58 -2.21 0.2097
C 0.16 -1.25 -3.15 -0.3469
C -0.09 -1.42 -4.50 -0.7160
C -1.32 -1.90 -4.92 -0.4128
C -2.30 -2.21 -3.99 -0.7016
C -2.05 -2.05 -2.64 -0.3526
C -1.26 -2.65 0.41 0.1418
C -1.95 -2.39 1.59 -0.2642
C -2.47 -3.43 2.34 -0.8386
C -2.30 -4.74 1.92 -0.3968
C -1.62 -5.01 0.73 -0.8109
C -1.10 -3.97 -0.02 -0.2953
C 1.22 -1.28 -0.21 -0.2524
C 1.85 -0.12 0.21 0.9293
C 3.24 -0.10 0.36 -1.1774
C 3.98 -1.24 0.12 -0.8266
C 3.35 -2.41 -0.29 -0.6842
C 1.97 -2.43 -0.46 -0.1409
H 1.11 -0.84 -2.83 0.3214
H 0.67 -1.15 -5.23 0.4255
H -1.52 -2.03 -5.98 0.3780
H -3.27 -2.58 -4.32 0.3992
H -2.82 -2.29 -1.92 0.4510
H -2.07 -1.36 1.90 0.4037
H -3.00 -3.22 3.26 0.4179
H -2.70 -5.56 2.50 0.3783
H -1.50 -6.03 0.39 0.4009
H -0.61 -4.18 -0.96 0.3052
H 1.28 0.78 0.38 0.4212
H 3.72 0.83 0.64 0.5538
H 5.05 -1.22 0.23 0.3800
H 3.93 -3.30 -0.49 0.4194
H 1.49 -3.34 -0.80 0.2038
N -2.89 2.22 -1.13 -0.6299
C -1.98 3.28 -1.23 0.2386
N -1.35 3.35 -2.48 -0.6332
S -2.13 4.65 -0.23 -0.3136
H -2.50 1.35 -1.48 0.2465
H -3.16 2.09 -0.16 0.2660
H -0.95 2.46 -2.75 0.3287
H -0.61 4.04 -2.45 0.2899
```


Below is a structure of composition C23H29ClN7O5PRbSb, with properties calculated with wB97M-V/def2-TZVPD.

The value obtained for the total energy is -73994.781 eV. The highest occupied orbital energy comes out at -0.620 eV. Its spin multiplicity is 1. As for the strongest force on any atom: 0.28 eV Å⁻¹. The gap between HOMO and LUMO is 4.35 eV. The charge is -2. Its LUMO energy is 3.73 eV.

XYZ file:
```
68
Properties=species:S:1:pos:R:3:mulliken_charge:R:1
Rb -1.12 -0.87 0.31 0.8042
C 4.54 2.08 0.42 -0.6723
N 3.94 1.15 1.36 0.3964
C 3.65 1.42 2.67 -0.0776
C 3.03 0.31 3.15 -0.9945
N 2.91 -0.63 2.17 -0.3818
C 3.43 -0.09 1.09 0.3138
P 3.71 -0.97 -0.49 -0.7522
C 2.93 -2.54 -0.03 0.1424
N 1.71 -2.71 0.42 0.1587
C 1.57 -4.04 0.65 -0.6446
C 2.73 -4.70 0.33 -0.4214
N 3.60 -3.74 -0.11 0.2092
C 4.96 -3.95 -0.53 -0.8617
C 2.47 -0.42 -1.72 0.4379
N 1.33 -1.04 -1.95 -0.2281
C 0.79 -0.46 -3.06 -1.0381
C 1.61 0.54 -3.50 -0.1959
N 2.69 0.56 -2.66 0.3974
C 3.80 1.47 -2.78 -1.0731
H 5.09 2.83 0.98 0.3266
H 3.77 2.58 -0.16 0.0235
H 5.24 1.55 -0.22 0.3824
H 3.88 2.38 3.11 0.4669
H 2.63 0.14 4.14 0.4448
H 0.65 -4.45 1.03 0.4063
H 3.01 -5.74 0.37 0.3322
H 5.15 -5.03 -0.53 0.3048
H 5.66 -3.46 0.14 0.3129
H 5.12 -3.57 -1.54 0.3175
H -0.16 -0.77 -3.44 0.5326
H 1.50 1.27 -4.28 0.4251
H 4.00 1.64 -3.84 0.3928
H 4.69 1.03 -2.33 0.3996
H 3.58 2.43 -2.30 0.2383
O -4.27 2.71 -4.94 -0.5919
C -3.47 2.02 -4.06 1.1035
C -2.41 2.64 -3.41 -0.4772
C -1.67 1.90 -2.51 -0.3859
N -1.93 0.62 -2.25 0.2922
C -2.92 0.01 -2.92 -0.0238
C -3.72 0.68 -3.83 -0.5989
C -3.12 -1.50 -2.70 0.2070
O -3.43 -2.13 -3.73 -0.7883
O -2.94 -1.92 -1.54 -0.7234
C -0.48 2.56 -1.80 0.2649
O 0.11 3.46 -2.44 -0.7792
O -0.24 2.16 -0.64 -0.3586
H -3.96 3.61 -4.97 0.2828
H -2.13 3.67 -3.61 0.3486
H -4.49 0.15 -4.37 0.4731
C 1.60 4.72 3.06 -1.6271
Sb 1.07 3.52 1.28 0.6577
C -0.24 5.06 0.56 -1.4186
C -0.40 2.44 2.38 -0.9985
H 0.71 5.20 3.47 0.4504
H 2.34 5.49 2.83 0.3841
H 2.02 4.06 3.83 0.3922
H -0.65 5.62 1.40 0.4531
H -1.03 4.59 -0.01 0.3175
H 0.30 5.74 -0.11 0.4025
H -0.91 3.12 3.07 0.4163
H 0.04 1.63 2.96 0.2271
H -1.12 2.03 1.68 0.1929
Cl -1.60 -0.65 4.68 -0.4074
C -2.70 -1.18 3.21 -0.8772
H -3.49 -0.41 3.25 0.1881
H -3.17 -2.09 3.61 0.1771
```


Below is a structure of composition C23H29GeN11OS2Zr, with properties calculated with wB97M-V/def2-TZVPD.

The value obtained for the total energy is -122227.129 eV. The highest occupied orbital energy comes out at -6.537 eV. Its spin multiplicity is 1. As for the strongest force on any atom: 0.68 eV Å⁻¹. The gap between HOMO and LUMO is 5.32 eV. The charge is 0. Its LUMO energy is -1.21 eV.

XYZ file:
```
68
Properties=species:S:1:pos:R:3:mulliken_charge:R:1
Zr -0.42 -0.44 0.36 1.0771
C -2.19 3.51 0.49 -1.6876
C -1.21 2.40 0.64 0.1327
N -1.20 1.37 -0.30 0.8681
N -1.92 1.57 -1.47 -0.5915
C -1.31 1.72 -2.66 0.2148
N -2.17 1.68 -3.72 -0.4272
S 0.32 2.00 -2.87 -0.3979
C -0.34 2.20 1.66 0.7013
C -0.24 3.08 2.82 -1.0833
C 0.78 2.98 3.68 -1.1339
C 1.88 2.04 3.43 -0.2974
C 1.68 1.04 2.33 -0.5908
N 0.43 1.02 1.61 0.4161
H -3.22 3.13 0.51 0.2869
H -2.05 4.03 -0.46 0.3409
H -2.08 4.24 1.29 0.4296
H -2.87 1.24 -1.45 0.3223
H -3.04 1.18 -3.62 0.2226
H -1.73 1.66 -4.62 0.2497
H -1.02 3.80 2.99 0.2813
H 0.82 3.61 4.56 0.4126
H 2.88 2.46 3.50 0.3980
H 2.55 0.86 1.71 0.6029
C 0.99 -1.64 -3.86 -1.7958
C 0.79 -1.51 -2.39 1.0176
N -0.35 -1.42 -1.81 0.5560
N -1.46 -1.48 -2.60 -1.2310
C -2.59 -1.45 -1.94 0.3615
N -3.72 -1.47 -2.71 -0.3859
S -2.83 -1.37 -0.22 -0.4483
C 1.95 -1.56 -1.48 0.2878
C 3.21 -1.95 -1.90 -0.8363
C 4.21 -2.13 -0.95 -0.7979
C 3.92 -1.92 0.38 -0.8258
C 2.65 -1.50 0.72 -0.1079
N 1.70 -1.29 -0.19 0.4676
H 0.06 -1.47 -4.38 0.3258
H 1.73 -0.90 -4.18 0.3971
H 1.37 -2.63 -4.12 0.4277
H -3.59 -1.82 -3.65 0.2706
H -4.57 -1.72 -2.24 0.2475
H 3.40 -2.14 -2.95 0.4698
H 5.20 -2.44 -1.26 0.4209
H 4.66 -2.07 1.15 0.5339
H 2.37 -1.32 1.75 0.3903
O -0.28 -1.88 1.88 -0.3293
N -0.28 -2.10 3.16 -0.3519
C -1.13 -1.40 3.84 0.9524
C -1.15 -1.58 5.27 -0.0177
N -1.18 -1.70 6.41 -0.4902
C -2.01 -0.46 3.21 0.0874
N -2.66 0.29 2.63 -0.3955
C 4.89 0.15 3.56 -1.2620
Ge 3.27 -0.39 4.54 0.4350
C 3.06 -2.33 4.43 -1.1331
C 3.43 0.13 6.41 -1.3553
C 1.76 0.56 3.77 -0.1761
H 5.75 -0.39 3.95 0.3978
H 5.08 1.22 3.68 0.3783
H 4.80 -0.06 2.49 0.3367
H 3.79 -2.82 5.08 0.4363
H 3.20 -2.71 3.42 0.2862
H 2.06 -2.62 4.76 0.3462
H 4.30 -0.33 6.88 0.4009
H 2.54 -0.19 6.96 0.3914
H 3.52 1.21 6.51 0.3947
H 0.79 0.32 4.19 0.1754
```


Below is a structure of composition C23H29GeN11OS2Zr, with properties calculated with wB97M-V/def2-TZVPD.

The value obtained for the total energy is -122228.289 eV. The highest occupied orbital energy (spin up / spin down) comes out at -6.055 / -6.059 eV. Its spin multiplicity is 1. As for the strongest force on any atom: 0.97 eV Å⁻¹. The gap between HOMO and LUMO (spin up / spin down) is 5.35 / 5.35 eV. The charge is 0. Its LUMO energy (spin up / spin down) is -0.70 / -0.71 eV.

XYZ file:
```
68
Properties=species:S:1:pos:R:3:mulliken_charge:R:1
Zr -0.23 1.01 0.04 -0.1853
C 2.95 -1.94 -0.50 -1.7191
C 1.61 -1.30 -0.28 0.8264
N 1.11 -0.39 -1.13 1.2251
N 1.87 -0.17 -2.26 -0.9101
C 1.38 0.52 -3.30 0.2104
N 2.26 0.69 -4.33 -0.4336
S -0.15 1.14 -3.29 -0.3151
C 0.72 -1.74 0.74 0.2542
C 1.01 -2.77 1.66 -0.8624
C 0.03 -3.19 2.51 -1.2013
C -1.26 -2.65 2.40 -0.9825
C -1.51 -1.64 1.50 -0.0159
N -0.49 -1.09 0.78 1.7099
H 3.74 -1.19 -0.60 0.4645
H 3.24 -2.58 0.32 0.4253
H 2.95 -2.55 -1.41 0.2279
H 2.86 -0.34 -2.19 0.2635
H 2.98 0.00 -4.49 0.1995
H 1.85 1.09 -5.16 0.2549
H 1.99 -3.22 1.69 0.4081
H 0.23 -3.97 3.24 0.4400
H -2.08 -3.04 2.99 0.5204
H -2.97 -0.08 1.28 -0.0120
C 2.92 -0.02 2.92 -1.4977
C 2.12 0.65 1.85 1.0934
N 0.83 0.89 1.98 0.9956
N 0.28 0.69 3.21 -1.5873
C -0.91 1.19 3.29 0.7413
N -1.60 1.05 4.47 -0.4957
S -1.71 2.01 1.98 -0.5832
C 2.72 1.25 0.69 0.3051
C 4.10 1.29 0.43 -0.9506
C 4.58 2.02 -0.63 -0.6373
C 3.67 2.72 -1.44 -1.0586
C 2.33 2.61 -1.17 0.1018
N 1.84 1.88 -0.16 0.2499
H 2.33 -0.83 3.35 0.4256
H 3.14 0.67 3.74 0.2169
H 3.85 -0.42 2.54 0.4642
H -1.04 0.81 5.27 0.2522
H -2.36 1.68 4.62 0.2330
H 4.78 0.78 1.10 0.3839
H 5.64 2.07 -0.82 0.4420
H 4.01 3.34 -2.26 0.4735
H 1.59 3.10 -1.80 0.3002
O -1.89 2.00 -0.93 -0.1626
N -1.02 2.96 -1.02 -0.1787
C -1.36 4.07 -1.59 0.8286
C -0.36 5.09 -1.69 -0.1693
N 0.43 5.91 -1.79 -0.4980
C -2.67 4.28 -2.14 0.1002
N -3.71 4.45 -2.59 -0.4795
C -4.59 -0.29 -1.37 -1.0497
Ge -3.57 -1.75 -0.57 0.4377
C -2.16 -2.42 -1.75 -0.7290
C -4.78 -3.25 -0.18 -1.3160
C -2.88 -1.16 1.21 -0.8152
H -5.03 -0.62 -2.31 0.3994
H -3.95 0.57 -1.57 0.2469
H -5.39 0.02 -0.70 0.3341
H -2.53 -2.42 -2.78 0.4741
H -1.90 -3.44 -1.47 0.3192
H -1.25 -1.82 -1.73 -0.1764
H -5.24 -3.61 -1.11 0.3790
H -5.57 -2.95 0.50 0.3759
H -4.23 -4.09 0.26 0.3769
H -3.57 -1.60 1.94 0.6417
```


Which of these has the highest strongest force on any atom?
C23H29ClN2O6PPdS